Record 1
ORCA calculation (ωB97M-V with the def2-TZVPD basis set) on a molecular structure, C6H24FeN12O6.

Values from the calculation:
relative energy (zero: lowest compared OMol25 entry of this formula, charge and spin): 0.000 eV
LUMO (spin up / spin down): -4.53 / -9.19 eV
total charge: +2
multiplicity: 9
HOMO (spin up / spin down): -0.3036 / -0.5067 Eh
HOMO-LUMO gap (spin up / spin down): 3.73 / 4.60 eV

Structure (XYZ):
```
49
Properties=species:S:1:pos:R:3:forces:R:3
Fe 0.101 0.047 -0.134 -0.158 -1.637 1.532
C 0.158 -3.194 -0.489 -0.188 -0.546 0.501
O -0.002 -1.967 -0.518 0.013 0.845 -0.673
N 1.327 -3.757 -0.834 0.871 -0.092 -0.594
N -0.827 -4.003 -0.059 0.323 0.292 -0.318
H 1.554 -4.736 -0.823 -0.517 -0.115 0.276
H 2.074 -3.192 -1.198 -0.255 0.352 0.037
H -0.823 -4.976 -0.301 -0.156 -0.115 0.331
H -1.562 -3.557 0.471 -0.127 -0.123 -0.089
C 1.894 0.287 -2.946 -0.197 -0.029 -0.470
O 1.306 0.243 -1.860 -0.136 0.417 0.642
N 3.035 0.963 -3.164 -0.590 -0.601 0.039
N 1.352 -0.313 -4.041 -0.061 -0.087 -0.084
H 3.382 0.943 -4.106 0.455 0.471 0.149
H 3.419 1.534 -2.436 0.235 0.015 -0.053
H 0.493 -0.822 -3.931 0.098 -0.246 0.212
H 1.913 -0.559 -4.840 -0.031 0.123 -0.059
C 1.978 -0.091 2.191 0.833 2.150 -2.343
O 1.672 -0.509 0.979 -0.009 -0.173 0.472
N 1.062 0.189 3.218 -0.967 -0.374 1.407
N 3.270 -0.326 2.712 -0.140 -0.230 1.201
H 0.047 0.179 3.081 0.057 -0.496 -0.638
H 1.327 0.527 4.138 0.346 0.008 -0.234
H 4.018 -0.840 2.259 -0.340 -0.275 -0.148
H 3.497 0.127 3.593 0.237 -0.184 -0.260
C 0.085 2.997 1.144 -0.359 -0.037 0.045
O 0.255 1.922 0.536 0.471 0.177 -0.191
N 1.042 3.498 1.941 -0.452 -0.432 -0.458
N -1.087 3.652 1.046 -0.108 0.423 -0.277
H 0.904 4.346 2.459 0.278 0.005 0.121
H 1.865 2.926 1.989 0.328 0.205 0.276
H -1.159 4.622 1.307 0.053 -0.050 0.159
H -1.687 3.383 0.283 -0.031 -0.206 0.105
C -2.054 1.408 -2.028 -0.084 0.151 -0.492
O -1.483 0.655 -1.224 -0.182 -0.207 -0.333
N -3.283 1.885 -1.772 -0.261 0.390 0.147
N -1.490 1.799 -3.201 -0.165 -0.284 0.992
H -3.857 1.506 -1.039 0.274 -0.059 0.146
H -3.694 2.610 -2.336 -0.066 -0.142 -0.148
H -2.074 2.258 -3.877 0.238 -0.111 -0.325
H -0.685 1.262 -3.470 0.121 0.283 -0.331
C -1.839 -1.347 1.850 0.309 -2.450 -1.175
O -1.093 -0.389 1.328 0.568 1.788 0.457
N -3.212 -1.375 1.705 0.129 1.069 0.450
N -1.363 -2.276 2.797 -0.235 0.418 -0.562
H -3.607 -0.647 1.145 -0.390 -0.235 -0.096
H -3.667 -2.250 1.851 -0.485 -0.085 -0.321
H -2.061 -2.493 3.496 0.245 0.102 0.653
H -0.420 -2.148 3.109 0.209 -0.062 0.323
```
Positions in Å, forces in eV/Å.

=====

Record 2
ORCA calculation (ωB97M-V with the def2-TZVPD basis set) on 2 unconnected molecules or ions with the total composition C4H11NO2.

Values from the calculation:
relative energy (zero: lowest compared OMol25 entry of this formula, charge and spin): 1.768 eV
LUMO: 0.69 eV
structure (SMILES): CCCNC=O.O
multiplicity: 1
HOMO: -0.3702 Eh
HOMO-LUMO gap: 10.77 eV

Structure (XYZ):
```
18
Properties=species:S:1:pos:R:3:forces:R:3
C -1.990 0.186 0.035 -0.706 1.424 1.137
C -1.144 1.152 -0.832 -1.153 0.037 -1.915
C 0.333 1.102 -0.373 -0.696 -0.536 -1.427
N 0.803 -0.297 -0.445 1.731 1.061 0.693
C 2.189 -0.364 -0.452 0.476 -1.139 0.880
O 2.976 0.307 0.209 -1.524 -0.246 -1.079
H -2.927 0.786 0.433 1.730 -1.786 -0.657
H -2.234 -0.758 -0.479 -0.374 0.615 0.060
H -1.324 -0.144 0.867 -0.943 0.368 -0.130
H -1.379 0.888 -1.946 1.444 -0.275 1.549
H -1.562 2.185 -0.994 0.588 -0.639 1.395
H 0.953 1.563 -1.167 -0.254 0.857 1.124
H 0.510 1.393 0.685 -0.266 0.592 -0.993
H 0.301 -0.945 -1.008 -0.126 -0.294 -0.610
H 2.554 -1.208 -1.061 0.084 -0.045 -0.001
O 0.357 -1.912 2.469 1.458 1.223 -1.610
H 0.746 -2.746 2.138 -0.265 0.660 0.256
H 0.838 -1.190 1.919 -1.204 -1.877 1.326
```
Positions in Å, forces in eV/Å.

=====

Record 3
ORCA calculation (ωB97M-V with the def2-TZVPD basis set) on 2 unconnected molecules or ions with the total composition C7H21NP3.

Values from the calculation:
relative energy (zero: lowest compared OMol25 entry of this formula, charge and spin): 5.173 eV
LUMO (spin up / spin down): -7.30 / -7.30 eV
total charge: +1
multiplicity: 1
HOMO (spin up / spin down): -0.4272 / -0.4272 Eh
HOMO-LUMO gap (spin up / spin down): 4.32 / 4.32 eV

Structure (XYZ):
```
32
Properties=species:S:1:pos:R:3:forces:R:3
C -0.765 -0.840 -3.022 -3.487 1.244 -0.185
C 0.118 -2.336 -0.490 -0.511 1.934 -3.316
C -1.989 -0.847 -0.206 0.610 -2.073 0.034
C -1.033 2.324 1.000 -1.752 -0.044 1.497
C 2.042 -1.076 2.671 -0.968 3.033 -0.770
C -0.192 -0.130 -1.820 0.383 -0.862 0.079
C -0.415 -0.891 -0.438 -0.468 -1.170 -1.706
N 0.275 -0.195 0.615 0.704 2.755 -0.642
P 2.512 4.134 -0.590 -0.863 -1.525 0.184
P 0.474 1.502 0.482 1.229 -0.760 0.599
P 0.242 -0.763 2.264 0.356 1.616 2.002
H -1.271 -0.150 -3.803 1.279 -0.929 1.206
H -1.612 -1.429 -2.659 -0.022 -0.129 -0.351
H -0.117 -1.511 -3.474 1.383 -1.025 -0.989
H -0.316 -2.634 -1.440 0.094 -0.686 -0.255
H 1.184 -2.420 -0.640 0.351 0.063 0.499
H -0.319 -2.974 0.184 -0.577 -1.458 1.913
H -2.667 -1.361 -0.956 1.217 1.016 0.206
H -2.132 0.224 -0.163 -1.121 -0.084 0.529
H -2.254 -1.513 0.668 0.337 1.522 -0.158
H -1.597 1.605 1.710 1.144 1.062 -0.787
H -1.752 2.459 0.185 0.379 0.395 0.013
H -0.823 3.285 1.562 -0.207 -1.017 -0.838
H 2.307 -1.274 3.689 -0.418 -0.297 0.661
H 2.406 0.024 2.501 0.121 -2.224 -0.095
H 2.379 -1.830 2.015 1.063 -0.417 -0.814
H -0.712 0.803 -1.754 -0.292 0.958 0.272
H 0.827 0.071 -2.147 0.485 0.150 0.995
H 1.207 4.369 -0.119 -0.133 0.442 0.067
H 2.928 3.790 0.715 0.115 0.095 0.098
H 1.220 1.518 1.660 0.140 0.682 0.190
H -0.155 -1.933 1.801 -0.569 -2.266 -0.140
```
Positions in Å, forces in eV/Å.

=====

Record 4
ORCA calculation (ωB97M-V with the def2-TZVPD basis set) on a single C7H10 molecule.

Values from the calculation:
relative energy (zero: lowest compared OMol25 entry of this formula, charge and spin): 8.413 eV
LUMO (spin up / spin down): -0.14 / -0.16 eV
multiplicity: 1
HOMO (spin up / spin down): -0.2668 / -0.2643 Eh
HOMO-LUMO gap (spin up / spin down): 7.12 / 7.03 eV

Structure (XYZ):
```
17
Properties=species:S:1:pos:R:3:forces:R:3
C -1.046 0.190 0.142 0.877 1.702 -2.853
C 0.950 0.421 -1.041 -2.076 -0.286 0.093
C -0.261 -0.889 0.332 3.953 -2.180 2.883
C -0.197 -1.569 1.528 -2.411 -0.197 0.106
C 1.170 -0.819 -0.307 -1.004 -2.073 -2.483
C -2.430 0.277 -0.250 0.227 0.498 -2.312
C 1.677 1.598 -0.692 -1.345 3.230 -1.858
H 0.717 -1.929 1.983 -0.143 -0.224 -0.352
H -1.133 -1.596 2.141 1.079 0.120 -0.290
H 1.276 -1.793 -1.003 -0.661 2.132 1.163
H 2.008 -0.915 0.337 0.691 0.231 1.187
H -2.643 1.151 -0.911 0.309 -0.342 0.841
H -2.928 0.398 0.648 -1.566 0.472 2.005
H -2.842 -0.573 -0.770 -0.074 -0.690 -0.034
H 1.093 2.595 -0.863 0.611 -1.824 0.011
H 2.425 1.679 -1.478 0.425 -0.130 -0.397
H 2.164 1.773 0.204 1.108 -0.440 2.291
```
Positions in Å, forces in eV/Å.

=====

Record 5
ORCA calculation (ωB97M-V with the def2-TZVPD basis set) on 2 unconnected molecules or ions with the total composition C10H18FNO4.

Values from the calculation:
relative energy (zero: lowest compared OMol25 entry of this formula, charge and spin): 0.000 eV
LUMO: 0.57 eV
structure (SMILES): O=C1N[C@H](CCO)C[C@H]1F.CCOC(C)=O
multiplicity: 1
HOMO: -0.3637 Eh
HOMO-LUMO gap: 10.47 eV

Structure (XYZ):
```
34
Properties=species:S:1:pos:R:3:forces:R:3
O 1.311 -1.638 3.520 0.007 0.089 -0.039
C 1.600 -1.381 2.376 0.078 -0.038 0.152
N 2.846 -1.316 1.835 0.015 -0.046 -0.118
C 2.900 -1.185 0.380 -0.037 -0.063 -0.041
C 3.517 0.143 -0.135 -0.005 -0.089 0.037
C 3.367 1.384 0.755 -0.010 0.092 0.010
O 2.397 2.316 0.277 -0.146 -0.177 0.056
C 1.422 -1.403 -0.021 -0.186 0.261 0.047
C 0.638 -1.048 1.239 0.066 0.009 -0.533
F -0.543 -1.754 1.342 0.082 0.056 0.124
H 3.660 -1.490 2.401 -0.049 -0.013 0.037
H 3.505 -2.009 -0.008 -0.062 0.116 -0.084
H 3.047 0.383 -1.096 0.211 -0.064 0.050
H 4.579 -0.031 -0.337 -0.118 0.046 0.082
H 3.137 1.104 1.789 0.072 -0.010 -0.057
H 4.308 1.939 0.774 -0.152 -0.051 -0.039
H 1.514 1.958 0.433 0.159 0.083 -0.048
H 1.121 -0.794 -0.876 0.066 -0.177 0.068
H 1.224 -2.451 -0.265 0.067 0.117 0.090
H 0.392 0.023 1.258 -0.040 -0.148 0.192
C -3.904 2.048 -0.538 0.074 -0.028 0.022
C -3.910 1.303 -1.856 -0.064 0.055 0.046
O -2.607 0.826 -2.212 0.004 -0.081 -0.103
C -2.113 -0.350 -1.771 0.009 0.092 0.164
C -2.843 -1.110 -0.690 -0.126 -0.069 -0.139
O -1.056 -0.720 -2.207 0.044 -0.008 -0.004
H -3.636 1.394 0.292 -0.031 -0.010 -0.001
H -4.893 2.462 -0.338 -0.007 0.005 -0.008
H -3.186 2.866 -0.573 -0.013 0.013 -0.007
H -4.632 0.486 -1.861 0.011 -0.019 0.007
H -4.180 1.974 -2.670 0.024 0.002 -0.002
H -2.465 -0.768 0.273 -0.027 -0.024 0.017
H -2.594 -2.162 -0.790 0.079 0.019 0.029
H -3.923 -0.999 -0.703 0.004 0.061 -0.005
```
Positions in Å, forces in eV/Å.

=====

Record 6
ORCA calculation (ωB97M-V with the def2-TZVPD basis set) on a single C3H6Si molecule.

Values from the calculation:
relative energy (zero: lowest compared OMol25 entry of this formula, charge and spin): 1.030 eV
LUMO: 0.68 eV
structure (SMILES): C=C[SiH]=C
multiplicity: 1
HOMO: -0.3194 Eh
HOMO-LUMO gap: 9.37 eV

Structure (XYZ):
```
10
Properties=species:S:1:pos:R:3:forces:R:3
C -1.435 1.042 0.446 -1.514 3.135 0.982
C -0.313 0.533 0.903 1.940 0.323 0.022
Si 0.587 -1.015 0.228 -1.212 1.378 1.325
C 1.252 -0.903 -1.313 -0.492 0.700 0.840
H -1.821 2.061 0.983 0.763 -2.482 -1.652
H -1.993 0.710 -0.423 -0.191 -0.338 0.341
H 0.232 1.261 1.564 -0.474 -1.289 -0.019
H 0.439 -2.039 1.327 0.409 -0.028 -0.906
H 1.732 -1.642 -1.827 1.183 -2.247 -1.004
H 1.322 -0.007 -1.887 -0.412 0.847 0.071
```
Positions in Å, forces in eV/Å.

=====

Question: Which value of relative energy (zero: lowest compared OMol25 entry of this formula, charge and spin) does entry 5 give?
Answer: 0.000 eV